Computed, not measured: one molecule with the formula C17H24N6OS2 at a distorted geometry, with ωB97M-V/def2-TZVPD.

The geometry in XYZ format:
```
50
Properties=species:S:1:pos:R:3:forces:R:3:lowdin_charge:R:1
H 2.70722 -1.83897 1.90257 0.00 -0.12 0.08 0.11
C -0.71641 3.60839 0.66334 -0.05 -0.07 -0.10 -0.37
C -2.02224 0.26198 1.21169 -0.28 -0.14 0.02 -0.32
H 3.01840 -0.29384 -1.95028 -0.02 0.09 -0.04 0.11
H 3.23921 -0.56582 2.99295 -0.06 -0.10 0.05 0.11
H 1.20663 0.68982 -0.55657 0.10 -0.16 0.12 0.11
S -2.00434 -2.82769 -1.04542 0.10 -0.22 -0.05 0.98
C 4.40639 -0.73455 1.18470 -0.09 -0.35 -0.02 -0.21
H -5.61336 0.36000 -1.03635 -0.16 0.04 -0.04 0.10
H -2.01442 1.97665 2.45941 -0.09 -0.06 -0.02 0.13
H 0.08414 1.07476 -2.82747 0.08 0.02 0.07 0.07
H 0.93709 2.54555 -3.06511 -0.04 -0.08 0.00 0.09
C 3.08432 -0.81471 1.94181 0.16 0.33 -0.01 -0.19
H -4.58504 -0.69913 1.64939 0.20 -0.07 0.09 0.06
O 0.33756 -0.84409 -2.39842 -0.12 0.18 -0.38 0.03
C -1.36306 2.43497 0.47059 0.36 0.75 0.24 -0.38
N -2.52142 -0.42827 0.14830 0.41 -0.26 0.53 -0.02
S 0.27684 3.99199 -0.70887 -0.27 -0.61 -0.13 1.00
C -2.26595 1.71028 1.43408 0.06 0.05 -0.14 -0.04
C -1.88173 -1.62821 0.21558 -0.19 -0.23 -0.18 -0.64
N 0.13790 2.07895 -2.66965 0.20 -0.07 -0.54 0.11
H 4.82333 0.27010 1.28653 0.07 0.06 0.04 0.11
C 2.05769 0.14551 1.34567 -0.14 -0.25 0.02 -0.14
C -5.27769 -0.34486 0.90298 -0.09 -0.03 0.11 0.02
C -4.89370 0.01350 -0.30733 0.17 -0.02 -0.13 -0.14
N 1.18815 -1.36287 -0.36874 0.34 0.02 0.20 0.12
H -0.19862 -3.41841 -2.43685 0.11 0.04 0.04 0.08
H 5.13714 -0.98349 -0.83206 0.00 -0.10 -0.04 0.11
C 0.45118 -1.61264 -1.45750 0.19 -0.53 0.18 -0.55
C -0.27078 2.47876 -1.45002 0.18 1.03 0.41 -0.70
C 3.19470 -0.05779 -0.89929 -0.13 -0.24 0.00 -0.14
C 4.18921 -1.04262 -0.29353 0.14 0.32 0.02 -0.20
C -3.48564 -0.00895 -0.82599 -0.35 0.25 -0.30 -0.17
H -0.75168 4.26960 1.50363 -0.03 0.12 0.26 0.06
C 1.85818 -0.09110 -0.14938 0.07 0.53 -0.28 -0.30
H 1.09916 0.04051 1.85868 0.06 0.13 -0.02 0.09
N -1.10730 1.82407 -0.72261 -0.11 -0.49 -0.35 0.07
H 3.59916 0.95470 -0.84049 0.03 0.09 -0.03 0.12
H 2.40260 1.17255 1.48164 0.00 0.06 -0.01 0.12
N -1.16822 -0.47871 1.86480 -0.06 0.80 0.61 0.08
C -0.21984 -2.97917 -1.44042 -0.37 0.12 0.13 -0.34
H -6.31048 -0.30464 1.20151 -0.23 0.04 -0.02 0.05
H 0.23329 -3.65090 -0.71313 0.04 0.03 -0.09 0.08
H -3.31336 1.95470 1.23934 0.00 0.01 0.07 0.12
N -1.08203 -1.66883 1.24649 -0.17 -0.82 -0.21 0.03
H 1.08502 -1.95872 0.44005 -0.19 -0.05 -0.20 0.12
H -3.42159 -0.70343 -1.67197 0.08 0.21 0.07 0.10
H -3.19431 0.98375 -1.18637 -0.03 -0.22 -0.03 0.12
H 3.80554 -2.05939 -0.40297 0.03 -0.08 -0.03 0.11
H 5.12309 -1.43932 1.61102 0.07 0.06 0.03 0.11
```
Forces are in eV/Å.

electronic energy	-1862.38257	a.u.
HOMO level	-8.2	eV
Kohn-Sham gap	8.772	eV
SMILES	C=CCn1c(Cc2csc(N)n2)nnc1SCC(=O)NC1CCCCC1
LUMO	0.6	eV